Record 1
Molecular formula: C3H2Br4F2
Method: DFT, ωB97M-V/def2-TZVPD

Calculated values
* gap between HOMO and LUMO (spin up / spin down): 8.48 / 7.67 eV
* LUMO level (spin up / spin down): -0.0215 / -0.0235 hartree
* ΔE to the lowest compared entry with this formula, charge and spin: 291.1 kJ/mol

Atoms and positions in Å:
C: 0.581834 1.004513 -1.134488
C: -0.570835 0.066688 -0.923976
C: 0.091278 -0.948952 1.656534
F: 1.349735 -0.770286 1.976801
F: -0.588598 -0.240936 2.492906
Br: 0.039558 2.763112 -0.208202
Br: -0.345057 -1.535499 -1.828139
Br: -2.226280 0.628323 -0.655267
Br: -0.445143 -2.758826 1.472123
H: 1.476660 0.678520 -0.682981
H: 0.636847 1.113342 -2.165311

Atomic forces in eV per Å
-2.55 1.13 2.10
2.23 -0.86 0.85
0.19 0.08 -1.07
1.07 -0.35 -0.33
-1.46 0.56 0.73
1.26 -0.98 -0.87
0.13 -0.50 -0.46
-2.45 0.32 0.22
0.00 -0.09 0.26
0.97 -0.31 0.46
0.60 1.00 -1.89


Record 2
Molecular formula: C3H4BrNO2
Method: DFT, ωB97M-V/def2-TZVPD

Calculated values
* gap between HOMO and LUMO: 10.80 eV
* structure (SMILES): CC(=O)O/N=C/Br
* LUMO level: 0.0270 hartree
* ΔE to the lowest compared entry with this formula, charge and spin: 148.7 kJ/mol

Atoms and positions in Å:
C: -0.396464 -1.040602 -0.085787
C: 1.019657 -0.539165 0.104773
C: -3.512102 0.391492 0.327092
N: -2.619885 -0.458360 -0.001912
O: -0.722439 -2.084400 -0.521827
O: -1.338186 -0.096943 0.409593
Br: -5.297494 0.063913 -0.133089
H: 0.996583 0.353179 0.576693
H: 1.426654 -0.459108 -0.874679
H: 1.680824 -1.371126 0.617503
H: -3.333335 1.463461 0.634230

Atomic forces in eV per Å
0.00 0.38 1.02
0.20 -4.44 -0.15
1.42 1.10 -0.73
-1.21 0.15 0.85
-0.08 -0.57 -0.51
0.41 0.13 -0.75
0.03 -0.16 0.03
0.37 2.77 1.67
0.40 0.30 -0.88
-1.55 1.79 -0.73
-0.01 -1.46 0.18


Record 3
Molecular formula: C6H12N2
Method: DFT, ωB97M-V/def2-TZVPD

Calculated values
* gap between HOMO and LUMO: 9.73 eV
* structure (SMILES): C#CCN(N)C(C)C
* LUMO level: 0.0349 hartree
* ΔE to the lowest compared entry with this formula, charge and spin: 493.5 kJ/mol

Atoms and positions in Å:
C: -1.261557 -0.112933 0.312385
C: 0.881270 0.314281 -1.141563
C: -0.511885 -0.050176 1.566477
C: -1.986844 1.154592 -0.087480
N: -0.239671 -0.483254 -1.014380
N: 0.025111 -1.867540 -1.017362
C: 1.918601 0.332150 0.253123
C: 3.063512 0.208199 0.634982
H: -1.891140 -0.995101 0.227086
H: 0.970755 -2.107486 -0.731216
H: -0.152637 -2.234241 -1.947284
H: 0.606154 1.362073 -1.252489
H: 1.583353 -0.029832 -1.901170
H: -2.871774 1.281079 0.540149
H: -0.859410 0.690997 2.282240
H: -0.299252 -1.012100 2.022172
H: 0.666435 0.306556 1.262295
H: -2.304328 1.104653 -1.129148
H: -1.353032 2.033550 0.048805
H: 4.016340 0.104532 1.072379

Atomic forces in eV per Å
0.99 -0.58 -3.24
1.48 0.76 2.58
3.56 0.75 -0.01
-0.02 -0.11 0.10
-2.02 -0.01 1.87
-0.13 -0.34 -0.06
0.21 -0.27 -3.18
-0.63 0.09 0.13
-0.13 0.11 0.03
0.00 0.19 0.07
0.11 0.07 0.16
0.10 -0.06 -0.14
-0.25 0.09 0.02
0.03 0.06 0.01
-0.15 -0.09 0.03
-0.36 -0.11 0.17
-3.16 -0.54 1.13
0.00 -0.01 0.06
0.00 0.00 0.00
0.38 0.00 0.27


Record 4
Molecular formula: C5H14EuN3S
Method: DFT, ωB97M-V/def2-TZVPD

Calculated values
* gap between HOMO and LUMO (spin up / spin down): 3.00 / 2.61 eV
* <S²>: 16.1933
* LUMO level (spin up / spin down): 0.1027 / 0.1088 hartree
* charge: -1
* multiplicity: 8

Atoms and positions in Å:
C: -1.244768 0.661126 -3.581113
Eu: -0.474333 0.379720 -1.528739
N: 0.913093 -1.698625 -2.598550
H: 0.703781 2.014045 -0.991596
H: -0.102526 2.349821 -1.190062
H: -1.106884 1.778636 -3.686344
H: -2.099329 0.085661 -3.892275
H: -0.113366 0.297574 -3.533850
H: 0.593370 -2.629871 -2.321745
H: 1.845225 -1.516255 -2.200093
H: 0.999236 -1.692737 -3.628035
C: 0.248731 -1.864351 2.379704
N: -0.077035 -0.433261 2.238629
C: -0.709220 0.351404 3.198919
C: -0.714814 1.634550 2.735974
N: -0.035880 1.605576 1.545142
C: 0.499435 0.374054 1.296059
S: 1.782161 0.019631 0.235007
H: -0.043511 -2.426932 1.487905
H: 1.328529 -1.918801 2.500424
H: -0.278412 -2.266559 3.250674
H: -1.052402 -0.068679 4.158402
H: -1.015479 2.567067 3.177156
H: 0.154399 2.397200 0.948413

Atomic forces in eV per Å
2.10 1.64 -0.93
-0.90 -2.47 2.88
0.41 0.03 -0.54
-1.46 1.71 -0.14
2.31 0.70 0.75
-0.88 -1.09 -0.41
0.16 -0.13 -0.94
-2.22 -0.07 -2.09
0.19 0.13 0.13
-0.48 -0.38 -0.20
-0.05 0.01 0.65
0.02 0.69 0.10
0.82 -0.07 0.37
-0.38 0.17 0.23
0.07 -0.84 0.40
0.89 0.05 -0.31
-0.79 -0.04 0.55
0.24 -0.23 0.44
-0.07 0.24 -0.05
0.05 -0.31 0.09
0.15 0.17 -0.18
0.09 0.33 -0.97
-0.29 -0.17 -0.02
0.01 -0.06 0.17


Record 5
Molecular formula: C33H28Co2NO6
Method: DFT, ωB97M-V/def2-TZVPD

Calculated values
* gap between HOMO and LUMO: 6.50 eV
* LUMO level: 0.0978 hartree
* charge: -1

Atoms and positions in Å:
O: 0.503755 1.950400 4.863350
C: 0.293505 1.816997 3.734476
Co: -0.108528 1.722835 2.033928
C: -1.709710 2.361074 2.158906
O: -2.799383 2.744705 2.224601
C: 0.771732 3.002938 1.217628
O: 1.306748 3.915514 0.747606
C: -0.767579 0.151743 1.024524
C: -1.950161 -0.632947 1.435443
C: -2.325025 -0.727450 2.790945
C: -3.450124 -1.463931 3.163282
C: -4.204152 -2.134331 2.197839
C: -3.809144 -2.096316 0.856184
C: -2.683919 -1.360072 0.473836
C: -0.174441 0.243334 -0.242825
C: -0.367578 0.482699 -1.582428
Co: 1.006943 -0.228078 1.041512
C: 1.345904 -0.621519 2.754043
O: 1.629810 -0.995154 3.811725
C: 2.425406 0.847002 0.907058
O: 3.449269 1.386617 0.874229
C: 1.560381 -1.726479 0.291380
O: 1.939552 -2.698290 -0.210251
H: -1.716283 -0.225099 3.548026
H: -3.731311 -1.494637 4.218503
H: -5.097845 -2.686194 2.492476
H: -4.374840 -2.634085 0.091767
H: -2.367188 -1.336549 -0.574163
H: -0.103272 -0.376995 -2.195103
H: -1.027859 1.308433 -1.866225
C: 4.820900 5.986290 -3.647313
C: 3.512057 6.436109 -3.564137
C: 2.460722 5.571188 -3.170329
C: 1.113126 6.004438 -3.151520
C: 0.087670 5.132628 -2.820523
C: 0.380519 3.790239 -2.521646
C: 1.684067 3.326407 -2.484001
C: 1.926309 1.864244 -2.171939
C: 1.466356 1.040145 -3.370401
C: 1.856876 -0.394674 -3.578639
C: 1.127744 -0.769359 -4.894598
C: -0.313690 -1.134795 -4.532772
C: -1.002693 0.113980 -4.053944
N: 0.055694 1.267491 -3.748774
C: 0.305126 1.651673 -5.252869
C: 1.028580 0.459290 -5.874893
C: 2.767383 4.201732 -2.824380
C: 4.113278 3.776107 -2.933044
C: 5.120591 4.646199 -3.336156
H: 5.617190 6.660690 -3.958454
H: 3.263088 7.470419 -3.810981
H: 0.899925 7.042512 -3.416537
H: -0.947533 5.466174 -2.798650
H: -0.427777 3.091534 -2.334588
H: 2.981777 1.649754 -1.987655
H: 1.406417 1.594282 -1.246488
H: 2.079948 1.529234 -4.147594
H: 2.946984 -0.451922 -3.698418
H: 1.600049 -1.032676 -2.725265
H: 1.638430 -1.596762 -5.385774
H: -0.837585 -1.515462 -5.417358
H: -0.365581 -1.918831 -3.773971
H: -1.647369 0.520364 -4.840953
H: -1.665510 -0.051140 -3.197140
H: -0.655466 1.855661 -5.732351
H: 0.905885 2.565944 -5.266990
H: 2.029494 0.746593 -6.212297
H: 0.462181 0.134754 -6.753960
H: 4.370909 2.743168 -2.696463
H: 6.144865 4.283711 -3.407210

Atomic forces in eV per Å
-0.09 0.00 -0.68
0.20 -0.11 1.45
-0.06 -0.16 0.26
-1.22 -0.04 -0.34
1.06 -0.19 0.05
0.69 1.64 -1.25
-0.46 -0.83 0.58
-1.36 2.34 -0.23
-0.14 -0.56 -0.43
-0.13 -0.20 -0.35
0.22 0.16 -0.15
0.00 -0.02 -0.12
0.19 0.16 0.09
-0.20 0.07 0.45
-3.28 0.04 -1.75
-0.99 -1.59 4.27
3.80 -1.96 1.54
0.22 -1.34 1.79
-0.44 0.78 -1.48
1.95 0.81 -0.61
-1.38 -0.57 0.17
0.40 -1.20 -0.53
-0.58 1.34 0.59
-0.25 -0.07 -0.33
0.01 -0.07 -0.33
0.23 0.10 -0.09
0.09 0.12 0.28
-0.10 0.08 0.42
0.73 1.18 0.12
-0.29 -1.05 0.14
-0.69 0.32 0.02
0.63 -0.12 -0.04
0.16 -0.70 0.09
-0.65 -0.16 0.19
0.74 0.50 -0.30
0.47 0.01 0.27
0.01 -0.04 0.04
-0.04 0.05 0.69
0.61 0.31 -0.01
0.53 -0.19 -0.11
-0.28 0.29 0.13
0.04 -0.67 -0.46
0.76 1.51 0.62
-1.50 0.52 -4.93
-0.55 0.18 1.83
0.45 -0.85 -0.38
-0.60 0.62 -0.35
0.79 0.35 -0.12
-0.63 -0.62 0.29
-0.18 -0.10 0.06
0.10 -0.25 0.05
0.03 -0.25 0.11
0.20 0.02 -0.06
0.23 0.29 0.12
-0.05 0.06 -0.14
0.25 0.21 -0.44
-0.30 -0.04 0.10
-0.10 -0.04 -0.01
-0.02 -0.16 -0.36
-0.07 -0.05 -0.10
0.06 -0.10 0.03
0.22 -0.08 0.00
0.26 0.05 0.20
0.33 0.05 -0.31
0.17 0.08 0.00
-0.13 -0.09 -0.05
-0.07 -0.09 -0.07
0.22 -0.13 -0.07
-0.04 0.37 -0.08
-0.20 0.08 0.01